Entry from OMol25: the molecule C21H25NO3 (ωB97M-V/def2-TZVPD).

ΔE to the lowest compared entry with this formula, charge and spin, kcal per mole: 29.44
Strongest force on any atom, eV Å⁻¹: 0.59
Kohn-Sham gap, eV: 8.7
LUMO, eV: 0.8
Net charge: 0
SMILES string: COc1ccc(CCC(=O)N[C@@H]2CCCc3ccccc32)cc1OC

Each line ends with the natural charge from an NBO analysis.
Geometry (Å):
O 3.03120 -0.66849 1.11726  -0.65
O -1.71414 0.79234 2.19836  -0.50
O -2.80416 2.72150 0.85454  -0.49
N 1.96075 -0.47476 -0.85290  -0.61
C 2.76953 -0.01560 0.12716  0.69
C -1.18631 -0.34569 2.83215  -0.25
C 1.79592 -2.68481 -1.91413  -0.39
C 0.98395 -3.98858 -2.00591  -0.39
C -1.43873 2.70360 0.86301  0.23
C -0.62527 3.61021 0.20850  -0.28
C 0.75759 3.49106 0.26859  -0.23
C -2.25393 -2.90955 -0.78757  -0.24
C -2.29168 -0.51134 -0.77353  -0.21
C 1.30870 -1.76148 -0.78014  -0.09
C -0.02624 -4.12923 -0.85995  -0.44
C -0.19316 -1.67402 -0.79886  -0.05
C 1.34741 2.47311 0.99233  -0.02
C 3.31940 1.38190 -0.09885  -0.48
C -2.96383 -1.72033 -0.76076  -0.20
C -3.45044 3.76219 0.16880  -0.25
C 0.53242 1.55809 1.65621  -0.33
C -0.84649 1.65183 1.59835  0.35
C 2.84129 2.31049 1.03053  -0.41
C -0.86960 -2.89428 -0.80164  0.07
C -0.90695 -0.48736 -0.80146  -0.22
H 1.62502 -2.18627 0.18209  0.24
H -2.77805 -3.85493 -0.79072  0.21
H 1.65428 -4.84882 -2.00166  0.21
H -3.22364 3.74448 -0.90346  0.17
H -4.04324 -1.73817 -0.73391  0.21
H 0.43059 -4.00804 -2.94665  0.20
H 2.85222 -2.90015 -1.74777  0.21
H -0.57290 -0.07807 3.69897  0.18
H 3.32645 3.28220 0.92171  0.21
H -0.59303 -0.95083 2.13903  0.18
H 0.51257 -4.25396 0.08371  0.21
H -0.64414 -5.01476 -1.01512  0.22
H 1.76121 0.09893 -1.65637  0.40
H -1.05400 4.41982 -0.36062  0.22
H -3.18456 4.74318 0.57715  0.18
H -2.04831 -0.92160 3.16499  0.20
H 3.00735 1.77593 -1.06717  0.20
H -4.51646 3.59138 0.31198  0.20
H 4.40934 1.32313 -0.07336  0.23
H -2.84248 0.41585 -0.74616  0.22
H 1.00109 0.76284 2.21281  0.24
H 1.37133 4.21009 -0.25427  0.21
H 3.14446 1.87075 1.98169  0.23
H 1.71676 -2.13414 -2.85438  0.20
H -0.38909 0.46037 -0.80257  0.22

Cartesian forces (eV/Å) of the 3 atoms listed first:
0.134 -0.076 0.473
0.010 0.510 -0.284
0.312 -0.263 0.181

***

Entry from OMol25: a structure of composition C40H35BrF5N5O4PbS2Te in a non-equilibrium geometry (ωB97M-V/def2-TZVPD).

ΔE to the lowest compared entry with this formula, charge and spin, kcal per mole: 53.46
Strongest force on any atom, eV Å⁻¹: 2.09
Kohn-Sham gap, eV: 6.0
LUMO, eV: 3.9
Net charge: -2

Each line ends with the Löwdin charge.
Geometry (Å):
Pb 0.30107 -1.02044 0.81968  1.54
Te 3.19215 0.96291 2.00098  1.80
Br 6.92486 -3.38977 -2.89066  0.63
S -2.00402 1.43458 4.22053  0.68
S -1.14841 3.90477 3.18740  0.90
F 3.08624 2.80740 2.57117  -0.41
F 3.92077 -0.78668 2.35730  -0.40
F 5.06743 1.32593 1.98077  -0.40
F 3.36500 2.01349 0.37554  -0.40
F 3.43433 0.89802 3.91158  -0.44
O 1.40488 0.77737 2.17985  -0.71
O 2.81183 -0.29137 0.29395  -0.37
O 1.40287 -0.68230 -2.20487  -0.01
O -0.79992 -3.10019 3.32727  -0.11
N 1.01345 -2.67887 -0.98747  -0.07
N -1.67953 -2.04719 -0.98217  0.08
N -1.88460 0.14081 1.53568  -0.02
N -0.35323 0.99724 -0.44003  0.01
N -0.57628 1.97467 0.58268  -0.01
C -3.94124 -2.50742 -1.57895  -0.05
C 3.72894 -0.94017 -0.43723  -0.29
C -2.26840 -4.21279 -1.89293  -0.17
C -0.58983 1.39060 -1.63264  -0.22
C 3.32892 -1.86554 -1.42679  -0.08
C -0.58906 0.45148 -2.79163  -0.10
C 5.10913 -0.70940 -0.28385  -0.01
C -1.84036 -0.25162 -4.76037  -0.11
C -1.84862 -5.49450 -2.32532  -0.09
C 1.90150 -2.08257 -1.87046  -0.32
C 1.86237 4.80713 0.86494  -0.06
C -1.65015 0.59950 -3.68637  -0.05
C -2.92598 -1.66356 -1.08579  -0.14
C -3.61435 -3.78129 -1.94658  -0.03
C 3.18673 5.21128 0.96600  -0.09
C -1.54415 2.22840 2.86455  -0.97
C -3.09288 -0.36362 1.76920  -0.41
C -0.92221 -1.27243 -4.96728  -0.09
C 1.36774 5.88448 2.94394  -0.08
C 0.10861 -3.58931 -1.44150  -0.27
C -2.99764 2.26831 0.95696  -0.08
C -1.63936 -2.20160 4.06343  -0.27
C 3.60051 5.96447 2.05242  -0.10
C 2.68828 6.28982 3.04881  -0.10
C -3.06731 -2.19949 3.55172  -0.18
C 5.63566 -2.37332 -1.90470  -0.70
C 0.14961 -1.42942 -4.10824  0.00
C 0.45534 -4.84485 -1.93262  -0.03
C 0.93574 5.14890 1.84265  -0.29
C -0.51038 -5.78421 -2.33980  -0.11
C -1.31197 -3.28226 -1.41343  -0.15
C -1.00894 2.81307 -1.93184  -0.02
C -4.19627 1.67909 1.16186  -0.13
C -4.27499 0.36718 1.68857  -0.12
C -0.51155 4.75296 1.69484  -0.40
C 0.33998 -0.58203 -3.00888  -0.24
C 4.29256 -2.57907 -2.13148  -0.10
C -3.22820 -1.84638 2.06351  -0.15
C -1.73501 1.58821 1.44666  -0.54
C 6.05613 -1.41429 -1.00217  -0.13
H 3.01409 6.84479 3.92133  0.09
H 5.43060 0.04560 0.41931  0.08
H -1.03350 -1.95001 -5.80652  0.10
H 0.25341 1.90483 1.18143  0.06
H 3.89915 4.90310 0.21057  0.10
H -2.58550 -6.21561 -2.66436  0.09
H -5.22770 -0.10585 1.89295  0.08
H 0.66573 6.11370 3.73961  0.10
H -1.63297 -2.50077 5.11763  0.11
H -0.81368 3.05851 -2.97389  0.08
H 1.56263 4.17667 0.03829  0.10
H -2.37831 1.38219 -3.50584  0.11
H -3.15789 -0.65905 -0.73476  0.11
H 1.50801 -5.10346 -1.97100  0.10
H -0.46769 3.49046 -1.28413  0.06
H -1.32576 -3.84757 3.02749  0.07
H -2.89943 3.25904 0.52820  0.09
H -5.10745 2.20161 0.88325  0.09
H -3.48633 -3.19950 3.72474  0.10
H -4.96167 -2.14851 -1.63648  0.10
H -0.64846 4.08346 0.85536  0.03
H -2.51438 -2.42074 1.46888  0.08
H 4.63658 6.26916 2.14181  0.09
H -1.14543 5.63283 1.57535  0.07
H -2.69120 -0.12495 -5.41907  0.09
H -4.37288 -4.47455 -2.29575  0.11
H 0.85181 -2.22988 -4.29088  0.11
H -0.18343 -6.76566 -2.66952  0.09
H -3.64614 -1.48530 4.14505  0.11
H 7.11026 -1.21201 -0.86643  0.09
H 1.95748 -2.62683 -2.81762  0.11
H -4.22956 -2.14550 1.75240  0.10
H 3.97655 -3.30214 -2.87458  0.10
H -1.20178 -1.20691 3.98620  0.06
H -2.07291 2.94474 -1.71745  0.08

Cartesian forces (eV/Å) of the 3 atoms listed first:
0.262 -0.304 0.376
1.260 1.221 1.133
-0.011 0.016 0.007

***

Entry from OMol25: the ion C3H5NO3 with charge -2 in a non-equilibrium geometry (ωB97M-V/def2-TZVPD).

ΔE to the lowest compared entry with this formula, charge and spin, kcal per mole: 6.37
Strongest force on any atom, eV Å⁻¹: 3.21
Kohn-Sham gap, eV: 5.0
LUMO, eV: 7.3
Net charge: -2
SMILES string: C[C@@H](N[O-])C(=O)[O-]

Each line ends with the natural charge from an NBO analysis.
Geometry (Å):
O 1.73358 -1.76675 0.04073  -0.84
O 0.50659 2.51900 0.31261  -0.91
O -0.07707 -1.80072 1.34247  -0.80
N 0.27525 1.23610 0.81593  -0.36
C 0.66259 -1.26158 0.49815  0.74
C -1.07311 -0.01314 -0.76882  -0.61
C 0.33625 0.02734 -0.19797  -0.24
H -1.36780 -0.90907 -1.31999  0.17
H 1.09414 1.08740 1.35587  0.28
H -1.82613 -0.05351 0.00720  0.21
H 1.21295 0.03191 -0.81654  0.19
H -1.47723 0.90302 -1.26963  0.19

Cartesian forces (eV/Å) of the 3 atoms listed first:
0.473 -0.485 0.287
-0.137 0.464 -1.047
-0.553 0.063 0.507

***

Entry from OMol25: a cluster of 2 separate species, C6H12N2Si in total in a non-equilibrium geometry (ωB97M-V/def2-TZVPD).

ΔE to the lowest compared entry with this formula, charge and spin, kcal per mole: 131.25
Strongest force on any atom, eV Å⁻¹: 3.15
Kohn-Sham gap (spin up / spin down), eV: 7.8 / 7.8
LUMO (spin up / spin down), eV: -0.7 / 0.0
Net charge: 0

Each line ends with the natural charge from an NBO analysis.
Geometry (Å):
Si 1.67366 -1.70224 0.03149  0.95
N 2.74116 -0.29342 0.07497  -0.77
N 4.29359 1.11408 0.60797  -0.46
C 2.92711 0.50024 -1.06552  -0.10
C -1.71351 -0.35262 1.24393  -0.59
C 3.62077 0.13919 1.08254  0.19
C 3.87815 1.35540 -0.66884  -0.08
C -1.91748 0.46250 -0.08557  -0.48
C -1.00546 -0.01440 -1.22588  -0.30
H -0.60805 0.70967 -1.83995  0.16
H 3.61433 -0.27688 2.11488  0.21
H -1.80998 1.51902 0.24437  0.22
H -0.74077 -0.35760 1.66196  0.20
H 1.43240 -2.11774 1.42709  -0.19
H 2.58865 0.26790 -2.02036  0.22
H 4.28895 2.09006 -1.29547  0.20
H -2.00330 -1.36787 1.06422  0.20
H -1.22305 -0.86507 -1.80565  0.17
H -3.00694 0.04438 -0.35521  0.22
H -2.42724 0.04598 2.08443  0.20
H 2.15658 -2.81292 -0.88808  -0.17

Cartesian forces (eV/Å) of the 3 atoms listed first:
-0.694 0.402 -0.530
-0.913 -1.714 0.098
1.495 1.856 0.708

***

Entry from OMol25: the molecule C23H31ClN2O3 (ωB97M-V/def2-TZVPD).

ΔE to the lowest compared entry with this formula, charge and spin, kcal per mole: 4.28
Strongest force on any atom, eV Å⁻¹: 0.57
Kohn-Sham gap, eV: 8.9
LUMO, eV: 0.6
Net charge: 0
SMILES string: COc1ccc(CN2CCN(CCc3ccccc3)[C@@H](CCO)C2)c(Cl)c1OC

Each line ends with the natural charge from an NBO analysis.
Geometry (Å):
Cl -1.74411 -1.89911 -1.48549  0.03
O 3.76484 2.13024 1.17067  -0.75
O -3.72790 -2.59861 0.29636  -0.50
O -5.75281 -0.87183 1.39560  -0.51
N 1.83336 0.82649 -0.38144  -0.49
N -0.50397 0.99989 -1.57959  -0.45
C 1.45379 2.86791 0.98184  -0.44
C -4.80788 0.93552 0.07897  -0.29
C 1.91412 1.30484 -1.74766  -0.23
C 2.35816 -1.23333 0.90600  -0.43
C -3.86478 -1.27960 0.00166  0.31
C -1.79859 1.02953 -2.23433  -0.22
C -6.74872 -0.00446 1.87847  -0.25
C 0.59524 1.10212 -2.52120  -0.24
C 3.96193 -2.74575 -0.27176  -0.17
C 6.14567 -1.32002 0.62956  -0.20
C 5.23706 -3.13523 -0.63639  -0.23
C 3.76037 -1.63796 0.54548  -0.04
C -4.83229 -0.38683 0.50241  0.23
C -3.84555 1.39301 -0.80302  -0.20
C 1.61311 -0.61609 -0.29329  -0.21
C 2.64214 2.55574 1.89158  -0.05
C -2.90713 -0.78149 -0.88738  -0.08
C -2.87209 0.54469 -1.30144  -0.06
C 6.33518 -2.42103 -0.18634  -0.22
C -4.74224 -3.31776 0.96004  -0.24
C -0.36984 1.97747 -0.52040  -0.24
C 0.83951 1.60177 0.36712  -0.04
C 4.86750 -0.93146 0.99442  -0.22
H 0.49130 0.96544 1.18676  0.20
H -1.74209 0.35920 -3.09686  0.22
H 1.98727 -1.07826 -1.20799  0.20
H -5.54353 1.63184 0.44608  0.22
H 6.99655 -0.75802 0.98595  0.21
H -7.37356 0.38482 1.06846  0.18
H 7.33267 -2.72456 -0.46934  0.21
H 1.80797 -2.11963 1.23028  0.22
H 2.94618 3.45480 2.43631  0.18
H 2.73402 0.79022 -2.25322  0.21
H 5.37595 -3.99951 -1.27031  0.21
H -4.41541 -4.35704 0.92572  0.19
H 2.34420 1.79453 2.63221  0.14
H -6.31969 0.82899 2.44360  0.18
H 2.37238 -0.52187 1.73184  0.21
H 4.73721 -0.06895 1.62994  0.23
H -5.70336 -3.22204 0.45068  0.18
H -1.28104 1.97233 0.08033  0.22
H -2.05316 2.04136 -2.59840  0.17
H 0.62280 0.17238 -3.09637  0.20
H 0.54439 -0.84267 -0.22457  0.21
H 1.79549 3.54032 0.19269  0.20
H 0.68081 3.38183 1.55611  0.21
H -0.24017 2.99688 -0.93037  0.16
H 3.44122 1.47723 0.52159  0.50
H -3.85600 2.42913 -1.10527  0.21
H 2.16481 2.36783 -1.71009  0.20
H 0.45147 1.93940 -3.22921  0.17
H -7.36067 -0.61160 2.54410  0.20
H -4.84988 -3.00310 1.99962  0.19
H 3.10780 -3.30998 -0.62071  0.20

Cartesian forces (eV/Å) of the 3 atoms listed first:
0.196 -0.248 -0.222
0.478 -0.103 -0.229
0.112 0.534 -0.035

***

Entry from OMol25: a cluster of 4 separate species, C2H13N3O3 in total in a non-equilibrium geometry (ωB97M-V/def2-TZVPD).

ΔE to the lowest compared entry with this formula, charge and spin, kcal per mole: 27.40
Strongest force on any atom, eV Å⁻¹: 2.44
Kohn-Sham gap, eV: 9.6
LUMO, eV: 0.3
Net charge: 0
SMILES string: [H]/N=C(\N)NC.O.O.O

Each line ends with the natural charge from an NBO analysis.
Geometry (Å):
O -3.23681 0.65931 0.80482  -0.95
O -1.39661 -1.23698 1.60482  -0.98
O 0.05985 0.78936 2.82924  -0.95
N 1.00010 -1.54069 -1.60016  -0.77
N 1.50214 0.57760 -0.79425  -0.69
N -0.55584 0.24851 -1.79927  -0.85
C 2.94435 0.46816 -1.04502  -0.42
C 0.67401 -0.31580 -1.53326  0.58
H -0.89147 -0.42831 1.77845  0.48
H -0.12960 0.00359 3.35536  0.49
H -3.22398 0.30666 1.69419  0.48
H -0.57185 1.18694 -1.42560  0.41
H 3.21972 -0.39859 -1.61808  0.21
H 3.40062 0.30926 -0.06958  0.20
H -2.38612 0.57159 0.37733  0.47
H -0.48143 1.50436 3.17992  0.49
H 1.34761 0.53493 0.19978  0.39
H 3.34288 1.29642 -1.62824  0.19
H -1.36924 -0.29545 -2.01248  0.40
H 0.57487 -2.16488 -2.27508  0.35
H -1.41570 -1.44118 0.66871  0.48

Cartesian forces (eV/Å) of the 3 atoms listed first:
-1.059 0.894 -0.576
-0.084 -0.354 0.663
0.048 -0.076 -0.207

***

Entry from OMol25: a structure of composition C3H2O in a non-equilibrium geometry (ωB97M-V/def2-TZVPD).

ΔE to the lowest compared entry with this formula, charge and spin, kcal per mole: 147.05
Strongest force on any atom, eV Å⁻¹: 10.45
Kohn-Sham gap (spin up / spin down), eV: 7.2 / 6.7
LUMO (spin up / spin down), eV: -2.2 / -2.5
Net charge: 0

Each line ends with the natural charge from an NBO analysis.
Geometry (Å):
O 1.32344 -0.58053 0.04025  -0.57
C -1.38724 0.28668 0.10061  -0.49
C -2.52213 -0.05125 -0.16162  -0.11
C 0.55275 0.45509 0.08067  0.47
H 1.02140 -1.35732 0.35951  0.52
H 1.01179 1.24734 -0.41941  0.18

Cartesian forces (eV/Å) of the 3 atoms listed first:
1.623 5.233 -1.301
10.261 1.631 1.108
-3.592 -1.082 -0.808

***

Entry from OMol25: a structure of composition C21H31NOP2RuS in a non-equilibrium geometry (ωB97M-V/def2-TZVPD).

ΔE to the lowest compared entry with this formula, charge and spin, kcal per mole: 0.00
Strongest force on any atom, eV Å⁻¹: 4.15
Kohn-Sham gap (spin up / spin down), eV: 5.6 / 5.1
LUMO (spin up / spin down), eV: -6.9 / -9.4
Expectation value of S²: 6.0505
Net charge: +2
2S+1: 5

Each line ends with the natural charge from an NBO analysis.
Geometry (Å):
Ru 0.16303 0.28696 1.32704  0.58
S -0.11927 -1.77664 3.76744  1.23
P 0.28793 -1.88844 0.39004  0.89
P -1.83747 1.13206 0.34994  0.92
O -0.75027 -0.70864 2.85754  -0.97
N 0.43313 0.35406 -2.18586  -0.34
C 1.82553 -1.56154 -1.96606  0.07
C 0.24643 1.66296 -2.41726  0.21
C -3.41737 0.24836 0.78094  -0.93
C 1.60773 -2.93634 1.16934  -0.95
C -1.71207 -2.35904 4.44574  -0.80
C -1.19417 -2.99554 0.62024  -0.93
C 1.01423 3.90886 -3.13666  -0.09
C -0.25297 4.40006 -2.89586  -0.15
C 2.57753 1.95566 -3.07486  0.02
C 0.16653 -0.55044 5.09454  -0.78
C 3.08593 -2.12814 -2.07206  -0.16
C -1.05847 2.20826 -2.14006  0.06
C 2.79793 0.59936 -2.77306  -0.06
C -1.28287 3.55366 -2.38606  -0.15
C 1.30583 2.52946 -2.89416  -0.14
C 4.07253 -0.04214 -2.87566  -0.11
C -2.24627 2.85266 0.89044  -0.95
C 1.65923 -0.17504 -2.32216  0.13
C -2.07977 1.30366 -1.51406  -0.73
C 4.20563 -1.37264 -2.53296  -0.15
C 0.63003 -2.28674 -1.42966  -0.72
H -1.97287 -3.32554 3.97074  0.25
H -2.32127 2.86136 1.98974  0.26
H 0.75343 -3.38134 -1.50766  0.25
H -3.40987 -0.75714 0.32964  0.24
H 1.59943 -3.97294 0.78664  0.24
H 4.93593 0.54046 -3.21516  0.25
H 1.45923 -2.94474 2.26204  0.24
H 2.58773 -2.47434 0.96444  0.25
H -1.41427 3.51436 0.60114  0.25
H 0.09663 1.75946 2.06414  -0.17
H 5.18283 -1.86134 -2.60486  0.25
H 3.23023 -3.17854 -1.79466  0.24
H -2.26887 3.98336 -2.17626  0.24
H -3.10257 1.68936 -1.67056  0.26
H 0.92833 0.18416 4.76074  0.27
H 0.54633 -1.06564 5.99984  0.25
H -3.48107 0.13606 1.87674  0.25
H -1.49317 -2.98904 1.68234  0.23
H -4.30387 0.80146 0.42274  0.25
H -0.27467 -1.97474 -1.97626  0.27
H -3.19017 3.21426 0.44364  0.24
H -2.03387 -2.60384 0.02164  0.25
H -1.61347 -2.54024 5.53674  0.27
H 0.96683 0.95466 0.17534  -0.14
H 3.40723 2.57486 -3.43556  0.24
H -0.47567 5.45636 -3.07986  0.26
H -2.53097 -1.62984 4.27004  0.27
H -0.76787 -0.00274 5.34804  0.26
H -1.99377 0.28686 -1.92986  0.27
H -0.98567 -4.03514 0.30974  0.25
H 1.81163 4.56516 -3.50216  0.25

Cartesian forces (eV/Å) of the 3 atoms listed first:
-1.105 0.212 1.511
-2.277 2.120 2.740
0.718 -2.477 -1.343